No. 1
Molecular formula: C26H31F2N4O14S2
Method: DFT, ωB97M-V with the def2-TZVPD basis set

Properties
* 2S+1: 1
* total energy: -3277.5473 hartree
* total charge: -1

```
79
Properties=species:S:1:pos:R:3:forces:R:3:mulliken_charge:R:1
C 3.106 0.982 3.564 -0.872 0.416 -0.132 -0.9433
C 2.776 2.366 2.823 -0.881 -1.299 0.973 -0.4025
C 1.206 2.357 2.565 1.811 0.935 1.231 -0.6145
O 0.916 1.217 1.750 -0.788 1.397 -0.652 0.0151
C -0.184 1.369 0.883 -0.875 -2.206 -1.103 0.1128
C -1.602 1.211 1.603 0.680 1.252 0.141 -0.7383
C -2.035 2.413 2.512 -1.295 0.168 0.394 -0.5778
C -2.267 3.781 1.801 1.624 0.284 0.401 -0.2196
O -1.497 4.689 2.048 -0.816 -0.402 -0.186 -0.5016
O -1.444 0.057 2.469 -1.288 -0.317 -0.298 -0.2759
C -2.404 -0.924 2.236 0.845 -0.782 -2.191 0.4371
C -2.234 -1.657 0.845 -0.454 -0.883 -2.245 0.4773
C -3.373 -1.910 -0.060 2.669 -0.608 -0.120 -0.3902
C -3.093 -2.635 -1.294 -0.664 0.443 0.978 -0.5229
N -1.900 -3.127 -1.713 -0.303 1.402 2.126 -0.5916
C -0.866 -2.859 -0.872 0.389 0.394 1.170 -0.5088
C -0.917 -2.157 0.404 -2.329 0.208 -0.817 -0.3946
S -2.044 -2.269 3.521 4.173 -0.918 4.155 1.4108
O -2.304 -1.816 4.869 -2.001 -0.435 -2.077 -0.5794
O -0.616 -2.501 3.395 -2.139 -0.017 -1.828 -0.4847
F -2.828 -3.605 3.112 0.575 2.392 0.170 -0.2135
S -4.167 -0.393 2.557 -3.590 -2.869 3.839 1.2858
O -4.946 -1.627 2.541 1.299 1.408 -1.717 -0.5770
O -4.325 0.189 3.882 1.236 1.395 -2.629 -0.5618
F -4.773 0.550 1.353 1.239 -0.527 1.160 -0.2822
N -0.111 2.505 -0.044 -0.400 0.263 0.043 0.4779
C 1.204 2.698 -0.672 1.143 0.433 0.289 -1.6113
C 1.953 1.402 -1.161 1.000 -0.112 -0.618 0.8573
C 2.723 1.631 -2.520 -0.131 0.846 -0.073 -0.1655
O 2.320 2.369 -3.385 -0.114 -0.424 0.730 -0.4753
N 3.999 0.961 -2.767 -1.099 -0.947 0.314 -0.2706
C 3.843 -0.425 -3.106 0.391 -2.584 -0.347 0.4422
C 2.578 -1.052 -3.495 1.927 -1.107 0.036 0.3660
C 2.580 -2.479 -3.850 1.524 0.690 0.282 -0.5833
C 3.787 -3.297 -3.837 0.183 2.007 0.607 -0.5364
C 5.054 -2.685 -3.419 -2.375 1.439 -0.211 -0.4615
C 5.040 -1.273 -3.066 -0.593 -0.936 -0.349 -0.4178
C -1.191 2.553 -1.028 0.910 1.220 -1.779 -0.6845
C -1.218 1.379 -2.079 -1.140 -1.521 0.587 0.3660
O -1.964 0.453 -1.856 0.273 0.712 -0.121 -0.4483
O -0.452 1.351 -3.246 -0.746 0.766 0.678 -0.1026
C -1.027 0.523 -4.249 -1.233 -0.047 -1.539 0.6746
C -1.838 1.297 -5.357 0.888 0.109 0.768 -1.0758
O -0.887 -0.655 -4.299 0.571 0.520 0.520 -0.4313
H 3.376 0.177 2.839 0.060 0.658 0.750 0.2334
H 2.143 0.645 4.050 1.044 0.199 -0.429 0.2093
H 3.835 1.113 4.401 -0.286 -0.244 -0.996 0.3443
H 3.326 2.477 1.856 -0.310 0.057 0.872 0.2036
H 3.025 3.172 3.567 -0.289 -0.431 -1.098 0.3974
H 0.746 2.243 3.590 0.190 0.136 -1.133 0.3350
H 0.934 3.350 2.128 -0.296 -1.016 0.095 0.3033
H -0.151 0.437 0.231 0.091 0.604 0.979 -0.3572
H -2.404 1.035 0.840 0.856 -0.039 0.470 1.0496
H -3.023 2.132 2.993 0.935 0.193 -0.529 0.3888
H -1.352 2.614 3.381 -0.428 -0.321 -1.164 0.0943
H -3.079 4.010 1.055 0.153 -0.768 0.557 0.3907
H -4.412 -1.595 0.169 1.027 -0.386 -0.255 0.2612
H -3.976 -2.845 -1.953 1.002 0.218 0.592 0.3272
H 0.138 -3.256 -1.175 -1.089 0.412 0.222 0.4178
H -0.009 -2.019 1.028 -0.872 -0.208 -0.555 0.5428
H 1.124 3.451 -1.507 -0.169 -0.975 0.722 0.7236
H 1.877 3.195 0.088 -0.674 -0.563 -0.720 0.4202
H 1.278 0.518 -1.351 0.659 0.859 0.306 -0.3530
H 2.740 1.100 -0.414 -1.024 0.057 -0.557 0.5303
H 4.674 1.112 -2.016 -0.297 -0.267 -0.176 0.3576
H 1.639 -0.460 -3.526 0.777 -0.651 -0.054 -0.1468
H 1.632 -2.970 -4.168 0.795 0.636 0.369 0.4040
H 3.736 -4.367 -4.143 0.042 1.078 0.356 0.3302
H 6.009 -3.261 -3.383 -1.027 0.592 -0.013 0.3374
H 6.016 -0.829 -2.745 -1.056 -0.251 -0.329 0.2414
H -2.221 2.630 -0.611 0.926 -0.458 -0.158 0.3109
H -1.033 3.502 -1.623 -0.171 -0.865 0.678 0.4959
H -1.098 1.980 -5.861 -0.898 -0.488 0.465 0.2948
H -2.218 0.545 -6.087 0.280 0.630 0.712 0.3382
H -2.675 1.892 -4.898 0.887 -0.535 -0.474 0.2734
N -1.295 -5.672 4.973 0.003 -0.059 0.077 0.9525
O -0.813 -5.857 3.835 0.024 0.011 -0.127 -0.6306
O -2.244 -6.376 5.371 -0.073 -0.042 0.006 -0.6672
O -0.827 -4.779 5.711 -0.017 0.066 -0.023 -0.6330
```
Positions in Å, forces in eV/Å.

=====

No. 2
Molecular formula: C26H31LiS5Sb
Method: DFT, ωB97M-V with the def2-TZVPD basis set

Properties
* 2S+1: 1
* energy above the lowest of the compared OMol25 structures with the same formula, charge and spin: 0.00 kcal per mole
* total charge: +1

```
64
Properties=species:S:1:pos:R:3:forces:R:3:mulliken_charge:R:1
Li 0.627 -0.640 -1.403 0.453 0.054 -0.152 0.1737
C 2.815 1.083 -3.746 -0.149 -0.268 -0.127 -0.5595
C 2.088 2.217 -3.043 -0.116 -0.069 0.228 -1.0870
S 1.530 1.854 -1.354 0.060 0.033 0.120 0.2338
C 3.126 1.798 -0.470 -0.214 0.020 -0.213 -0.8700
C 3.039 0.966 0.801 -0.178 -0.170 -0.054 -0.9949
S 2.375 -0.712 0.604 0.058 -0.066 0.028 0.1484
C 3.720 -1.509 -0.333 -0.149 0.213 0.121 -0.2622
C 3.295 -2.913 -0.735 -0.246 0.085 -0.144 -0.9625
S 1.761 -2.996 -1.717 0.034 -0.109 -0.015 0.0725
C 2.383 -3.022 -3.424 -0.091 0.113 0.252 -0.9744
C 2.986 -1.720 -3.921 -0.189 0.228 -0.139 -0.4675
S 1.742 -0.384 -3.913 0.154 -0.016 0.205 -0.0457
H 3.716 0.787 -3.208 0.008 0.026 0.007 0.2976
H 3.106 1.409 -4.745 0.081 0.045 0.033 0.4822
H 1.169 2.466 -3.575 0.046 0.096 -0.036 0.3988
H 2.719 3.105 -3.008 -0.038 0.039 -0.099 0.4607
H 3.398 2.821 -0.208 0.099 -0.033 -0.004 0.5120
H 3.881 1.403 -1.150 0.044 -0.013 0.055 0.4067
H 2.360 1.436 1.515 0.040 0.009 0.029 0.3500
H 4.020 0.888 1.270 -0.005 0.085 0.037 0.5238
H 4.597 -1.560 0.315 0.042 0.006 -0.050 0.4784
H 3.954 -0.899 -1.205 0.014 -0.037 -0.012 -0.1612
H 3.091 -3.508 0.155 0.093 -0.044 -0.004 0.4726
H 4.084 -3.401 -1.308 0.032 -0.056 0.071 0.4884
H 1.509 -3.290 -4.019 0.041 -0.073 -0.041 0.4125
H 3.112 -3.829 -3.504 -0.028 -0.033 -0.070 0.4406
H 3.336 -1.850 -4.945 0.092 -0.045 0.031 0.4464
H 3.829 -1.414 -3.302 0.026 -0.023 -0.017 0.2476
S -1.682 -0.835 -1.377 -0.084 0.019 0.032 -0.6571
Sb -2.077 0.033 0.689 -0.367 0.065 0.149 1.5949
C -4.118 -0.321 1.151 0.446 0.057 0.000 0.6190
C -4.466 -0.994 2.315 0.054 0.040 0.024 -0.2589
C -5.801 -1.277 2.564 -0.048 -0.026 0.045 -0.6284
C -6.775 -0.889 1.655 0.028 -0.006 0.015 -0.4985
C -6.420 -0.215 0.494 -0.025 0.021 -0.030 -0.6106
C -5.088 0.069 0.236 0.007 0.010 -0.030 -0.6240
C -0.949 -1.017 2.155 -0.187 0.245 -0.327 0.8915
C -0.347 -0.445 3.268 -0.048 0.098 0.032 -0.6797
C 0.400 -1.242 4.125 0.042 0.029 0.045 -0.6434
C 0.526 -2.601 3.880 0.001 -0.026 -0.036 -0.4794
C -0.088 -3.172 2.772 0.008 -0.019 0.066 -0.7210
C -0.823 -2.379 1.904 0.049 -0.021 -0.052 -0.6405
C -1.755 2.138 0.595 0.071 -0.466 0.016 0.9591
C -2.213 2.733 -0.574 0.023 0.009 -0.064 -0.8109
C -1.979 4.081 -0.798 0.005 0.054 0.040 -0.7950
C -1.283 4.830 0.143 -0.053 -0.024 -0.077 -0.4843
C -0.834 4.234 1.311 0.090 0.054 0.052 -0.7107
C -1.067 2.885 1.541 -0.035 -0.065 0.134 -0.2603
H -3.704 -1.302 3.021 -0.026 -0.018 0.009 0.4252
H -6.081 -1.803 3.467 0.003 0.000 -0.005 0.4002
H -7.814 -1.117 1.849 0.000 0.011 0.004 0.3834
H -7.181 0.083 -0.215 0.005 0.000 0.001 0.3905
H -4.809 0.576 -0.680 -0.035 -0.013 -0.017 0.2786
H -0.465 0.610 3.486 0.046 -0.058 0.009 0.3868
H 0.884 -0.801 4.987 -0.039 0.003 0.008 0.4234
H 1.100 -3.218 4.558 0.006 -0.001 -0.011 0.4135
H 0.000 -4.235 2.589 0.005 0.004 -0.010 0.4358
H -1.285 -2.816 1.025 0.025 -0.023 0.005 0.4307
H -2.731 2.142 -1.321 0.035 0.019 -0.042 0.3036
H -2.334 4.546 -1.709 -0.009 -0.003 0.010 0.4169
H -1.094 5.880 -0.036 -0.002 -0.004 0.008 0.4195
H -0.295 4.820 2.044 -0.025 -0.012 0.009 0.4296
H -0.721 2.435 2.464 0.025 0.049 -0.054 0.2391
```
Positions in Å, forces in eV/Å.

=====

No. 3
Molecular formula: C26H31N2O2S3SbV
Method: DFT, ωB97M-V with the def2-TZVPD basis set

Properties
* 2S+1: 2
* energy above the lowest of the compared OMol25 structures with the same formula, charge and spin: 21.27 kcal per mole

```
66
Properties=species:S:1:pos:R:3:forces:R:3:mulliken_spin:R:1
V -0.141 -0.829 -1.077 1.062 0.222 0.585 1.0563
C 0.009 -3.206 1.093 0.057 0.007 0.028 0.0110
C 0.363 -1.755 1.226 -0.032 -0.195 0.099 -0.0263
N -0.595 -0.893 1.349 0.136 0.174 -0.319 0.0288
N -0.283 0.317 1.947 0.069 -0.034 -0.099 -0.0022
C -0.145 1.360 1.236 -0.101 -0.115 0.037 0.0063
S -0.145 1.438 -0.513 -0.124 -0.198 -0.321 -0.0308
S 0.148 2.934 1.977 -0.038 0.022 -0.005 0.0010
C 0.577 2.479 3.680 0.088 -0.025 0.102 -0.0002
C 1.981 2.901 4.036 -0.024 -0.059 -0.004 0.0001
C 2.223 3.740 5.117 0.011 0.002 -0.008 0.0000
C 3.523 4.096 5.459 -0.018 -0.009 -0.013 0.0000
C 4.593 3.614 4.721 -0.022 -0.006 -0.007 0.0000
C 4.357 2.776 3.635 -0.025 0.008 0.016 -0.0001
C 3.061 2.427 3.294 -0.010 0.007 0.007 0.0001
C 1.808 -1.401 1.322 -0.123 0.071 0.076 0.0006
C 2.515 -1.301 2.513 -0.032 -0.042 -0.011 -0.0023
C 3.851 -0.934 2.497 0.032 0.003 -0.066 -0.0008
C 4.465 -0.654 1.280 -0.002 0.015 0.053 0.0004
C 3.763 -0.740 0.089 0.001 -0.086 -0.097 -0.0038
C 2.424 -1.128 0.097 -0.016 -0.014 -0.138 -0.0163
O 1.715 -1.232 -1.050 -0.620 0.189 0.009 0.0010
H -1.065 -3.324 0.969 0.003 0.003 0.007 0.0007
H 0.318 -3.702 2.019 -0.015 -0.003 -0.017 -0.0006
H 0.550 -3.683 0.275 0.009 0.001 -0.010 0.0018
H 0.469 1.395 3.730 0.005 0.006 -0.009 0.0001
H -0.151 2.910 4.365 0.006 0.082 -0.030 0.0001
H 1.389 4.118 5.696 0.014 -0.007 -0.006 0.0000
H 3.697 4.753 6.302 -0.002 -0.007 -0.007 0.0000
H 5.605 3.891 4.985 -0.010 -0.002 -0.004 0.0000
H 5.187 2.397 3.052 -0.012 -0.001 0.001 -0.0001
H 2.879 1.781 2.441 0.007 0.016 0.017 -0.0001
H 2.012 -1.500 3.453 -0.001 0.012 -0.020 0.0000
H 4.406 -0.847 3.422 -0.017 -0.005 -0.008 -0.0001
H 5.506 -0.354 1.263 -0.019 -0.007 -0.018 -0.0001
H 4.230 -0.514 -0.862 0.003 0.000 0.021 0.0010
C -3.560 3.403 -4.645 -0.045 0.078 -0.058 0.0000
Sb -2.019 2.760 -3.294 0.044 -0.066 0.110 0.0012
C -3.443 0.261 -4.001 0.039 -0.027 0.084 0.0012
C -3.300 2.768 -1.574 -0.052 -0.003 0.039 -0.0006
H -4.517 2.932 -4.426 0.008 -0.011 0.009 0.0000
H -3.283 3.210 -5.681 0.003 -0.004 0.028 0.0000
H -3.672 4.483 -4.518 0.010 -0.043 -0.005 0.0000
H -3.827 0.673 -4.938 0.013 0.011 -0.035 0.0000
H -4.192 0.428 -3.217 0.013 0.022 -0.001 0.0002
H -3.335 -0.820 -4.131 0.018 -0.004 0.015 -0.0001
H -4.250 3.265 -1.775 0.021 -0.001 -0.016 0.0000
H -2.795 3.248 -0.737 -0.003 0.001 -0.031 -0.0001
H -3.480 1.727 -1.300 0.013 0.010 -0.006 0.0001
C -4.399 -2.549 -1.451 -0.047 0.074 -0.192 -0.0043
S -2.880 -1.641 -1.071 -0.205 -0.167 0.231 -0.0013
O -2.183 0.801 -3.661 -0.082 0.038 -0.141 0.0033
C -1.636 -2.594 -1.906 0.039 -0.021 -0.016 -0.0370
C -1.447 -3.965 -1.630 0.003 0.033 -0.042 0.0150
C -0.503 -4.687 -2.314 0.005 0.010 0.006 -0.0042
C 0.301 -4.070 -3.290 -0.001 -0.030 -0.011 -0.0090
C 0.118 -2.747 -3.595 -0.024 0.033 0.025 0.0160
C -0.862 -1.990 -2.920 0.004 0.087 0.144 0.0333
H -4.548 -2.641 -2.525 0.011 0.012 0.004 0.0012
H -5.211 -1.964 -1.022 0.010 -0.016 0.005 -0.0002
H -4.382 -3.530 -0.982 -0.001 -0.001 -0.010 -0.0001
H -2.057 -4.440 -0.873 -0.014 -0.015 -0.008 -0.0011
H -0.369 -5.739 -2.096 -0.006 0.008 0.002 -0.0007
H 1.051 -4.647 -3.813 -0.010 -0.003 0.012 -0.0008
H 0.707 -2.272 -4.367 0.010 -0.001 0.009 -0.0007
H -1.126 -0.989 -3.283 -0.015 -0.027 0.006 -0.0368
```
Positions in Å, forces in eV/Å.

=====

No. 4
Molecular formula: C26H31N2O8Sn
Method: DFT, ωB97M-V with the def2-TZVPD basis set

Properties
* 2S+1: 1
* energy above the lowest of the compared OMol25 structures with the same formula, charge and spin: 0.00 kcal per mole
* total charge: +1

```
68
Properties=species:S:1:pos:R:3:forces:R:3:mulliken_charge:R:1
O -0.049 -1.394 -0.017 0.001 1.034 -0.217 -0.6360
C -1.124 -1.700 -0.956 -0.442 -0.013 -0.346 -0.5364
C -1.101 -3.167 -0.548 -0.005 -0.012 -0.077 -0.5151
H -0.815 -1.474 -1.971 0.104 -0.048 -0.098 0.3379
H -2.020 -1.134 -0.725 -0.116 0.048 0.111 0.2863
C 0.148 -2.839 0.286 0.247 -0.973 0.178 1.3970
H -0.947 -3.883 -1.350 -0.003 0.051 -0.096 0.1182
H -1.953 -3.473 0.053 -0.031 0.032 0.032 0.3908
C 1.433 -3.329 -0.336 0.065 0.141 -0.042 -1.5904
H 1.556 -2.924 -1.338 -0.039 -0.047 -0.140 0.4163
H 1.413 -4.416 -0.408 -0.039 -0.006 0.040 0.4848
H 2.300 -3.047 0.255 0.125 0.009 0.086 0.2861
C 0.065 -3.120 1.761 -0.090 0.125 0.050 -1.5409
H -0.913 -2.868 2.161 -0.128 0.003 0.052 0.3607
H 0.813 -2.550 2.307 0.157 -0.011 0.084 0.1646
H 0.245 -4.179 1.942 0.011 -0.018 -0.031 0.4791
Sn 0.441 0.607 0.834 -0.357 0.635 -0.894 1.9688
C -0.284 1.662 2.812 -0.422 0.926 0.480 -0.6131
C -1.003 2.228 1.740 -0.949 0.533 1.348 -0.6491
C -1.862 1.228 1.230 -0.259 0.294 -0.793 -1.4169
H -0.916 3.234 1.367 -0.306 -0.313 0.255 1.1260
C -1.656 0.057 1.970 -0.249 -0.929 -0.024 -0.1642
C -0.662 0.306 2.936 0.130 -0.534 0.521 -0.9985
H -0.277 -0.400 3.653 -0.022 -0.022 0.089 0.5643
H 0.434 2.175 3.425 0.068 0.035 0.131 0.8925
H -2.506 1.338 0.378 -0.211 0.081 -0.072 0.4887
H -2.137 -0.889 1.790 -0.090 -0.059 0.047 0.6414
C 2.384 1.961 1.266 1.213 0.156 0.461 -0.5362
C 2.443 0.826 2.109 0.836 0.671 0.496 -1.1520
C 2.563 -0.316 1.301 -0.319 -0.808 0.818 -0.2228
H 2.395 0.829 3.184 0.006 -0.015 0.083 0.6300
C 2.580 0.115 -0.049 -0.271 0.053 -1.303 -0.6366
C 2.487 1.519 -0.060 1.228 0.255 -0.255 -0.8857
H 2.412 2.133 -0.938 0.169 -0.082 -0.075 0.5477
H 2.258 2.983 1.583 0.158 -0.187 -0.026 1.0230
H 2.655 -1.326 1.656 0.066 -0.083 0.004 0.7864
H 2.603 -0.513 -0.921 0.193 -0.108 -0.081 0.5375
O -1.785 -5.086 -3.739 0.041 -0.029 0.191 -0.3738
C -1.754 -6.320 -3.013 -0.009 0.032 0.025 -0.3550
C -2.193 -7.402 -3.987 0.046 -0.097 0.006 -0.6066
H -2.439 -6.258 -2.161 -0.054 0.020 -0.004 0.2675
H -0.746 -6.473 -2.626 0.073 -0.012 -0.022 0.2752
C -3.156 -6.636 -4.885 -0.068 0.025 0.008 -0.5139
H -2.650 -8.255 -3.490 -0.005 0.003 0.022 0.3413
H -1.342 -7.763 -4.566 0.039 0.008 -0.011 0.2844
C -2.476 -5.279 -4.979 -0.029 0.082 -0.238 -0.4607
H -4.130 -6.542 -4.403 -0.036 0.009 0.025 0.2658
H -3.305 -7.099 -5.858 0.019 0.011 -0.010 0.3336
H -3.177 -4.455 -5.121 0.005 -0.001 0.034 0.2668
H -1.756 -5.257 -5.804 0.016 -0.002 0.079 0.2654
O 0.078 4.145 -1.800 1.406 -1.589 5.824 -0.6609
C 0.331 3.709 -0.586 -1.651 0.534 -6.095 -0.1048
O 0.174 2.340 -0.472 0.149 2.011 0.321 -0.5926
C 0.698 4.865 0.428 0.245 0.583 1.225 1.3376
C 0.821 4.802 1.850 0.114 0.877 -0.835 0.7733
C 1.112 5.893 2.683 -0.278 0.140 -3.033 -1.8452
C 1.289 7.141 2.101 0.131 0.703 0.128 0.0062
C 1.178 7.303 0.714 -0.495 -3.405 1.087 -0.6442
C 0.886 6.175 -0.101 0.099 0.277 0.179 -0.8509
N 1.354 8.603 0.144 0.145 1.533 -0.823 1.0364
O 1.590 9.545 0.838 0.406 0.627 2.678 -0.6137
O 1.260 8.764 -1.035 -0.472 -1.419 -2.378 -0.6069
N 1.215 5.723 4.108 0.196 0.487 1.269 1.0240
O 1.062 4.650 4.609 -0.587 -3.065 -0.536 -0.6262
O 1.455 6.658 4.812 0.416 2.368 -0.272 -0.6142
H 0.692 3.923 2.387 -0.245 -1.472 0.593 0.8542
H 1.509 7.992 2.735 -0.004 0.030 -0.113 0.6246
H 0.802 6.336 -1.165 -0.037 -0.083 -0.118 0.6790
```
Positions in Å, forces in eV/Å.